189
Properties=species:S:1:pos:R:3:forces:R:3 method="wB97M-V/def2-TZVPD" e_tot_ev=-87647.2172 molar_mass_g_mol=986.5 homo_lumo_gap_ev=9.583 relative_energy_kj_mol=0.0
C -13.079722 2.130684 11.562344 0.91 -0.07 0.16
C -12.940172 3.429016 10.776639 -0.61 0.73 0.95
C -13.786869 3.329727 9.534509 0.28 -0.50 -0.38
O -13.387246 4.296273 8.587522 0.04 0.19 -0.08
C -14.293059 4.364429 7.515441 -0.82 0.17 -0.08
N -13.335585 4.596527 11.640285 -0.56 -0.62 -0.28
H -12.780129 2.273551 12.603652 -0.06 0.11 -0.03
H -12.364769 1.410222 11.155152 -0.27 -0.15 -0.06
H -14.084357 1.707509 11.555899 -0.09 0.11 -0.14
H -11.897702 3.602715 10.517736 0.02 -0.24 -0.20
H -14.849933 3.425960 9.802856 0.03 0.15 -0.04
H -13.658634 2.334640 9.077392 -0.07 0.01 0.09
H -13.897949 4.962457 6.694316 0.34 -0.10 0.10
H -15.231814 4.849006 7.816197 0.07 -0.05 0.07
H -14.579345 3.371090 7.141626 0.28 -0.02 -0.03
H -13.962965 4.229007 12.354579 0.19 0.07 0.08
H -13.951210 5.209931 11.108546 0.37 0.16 -0.12
C -11.594986 1.026517 7.286481 0.48 -0.75 -0.28
C -10.171477 1.461761 7.601669 0.10 0.58 0.89
C -9.589376 2.203909 6.410824 -0.38 0.14 0.20
O -8.350761 2.799491 6.727113 -0.10 -0.24 -0.08
C -7.723945 3.313157 5.574751 1.18 -0.20 0.22
N -10.193689 2.293616 8.833854 0.17 0.45 -0.58
H -11.624282 0.528101 6.309913 -0.10 0.26 -0.05
H -12.265231 1.884992 7.286191 -0.09 -0.02 -0.01
H -11.920715 0.261600 7.991016 -0.17 0.28 0.23
H -9.534674 0.612742 7.866673 -0.08 -0.12 -0.29
H -10.296885 3.000210 6.149866 -0.10 -0.03 -0.21
H -9.517959 1.511199 5.558393 0.20 0.12 -0.03
H -6.684520 3.536366 5.835902 -0.11 0.03 0.18
H -8.144144 4.250683 5.207868 -0.43 -0.23 -0.20
H -7.649177 2.533487 4.811757 -0.34 0.24 -0.27
H -9.260437 2.691382 8.944264 0.03 -0.32 0.14
H -10.740066 3.135571 8.629278 -0.25 -0.28 0.04
C -13.119706 9.809086 5.388941 0.23 -0.50 0.70
C -12.370133 10.121572 4.104217 -0.55 0.97 0.28
C -10.948995 9.622796 4.110648 -0.29 -0.54 -1.04
O -10.197498 10.211834 5.118303 -0.02 -0.07 0.46
C -8.898157 9.673250 5.175766 0.16 0.03 -0.55
N -13.059808 9.660821 2.872771 0.08 -0.47 0.79
H -14.148675 10.172943 5.376034 0.01 0.02 -0.18
H -12.624360 10.282439 6.241538 0.01 0.09 -0.14
H -13.137670 8.740870 5.643566 -0.05 -0.01 -0.31
H -12.359761 11.221181 4.085941 0.24 -0.08 -0.33
H -10.492844 9.814344 3.122643 -0.04 0.11 0.09
H -11.024204 8.516920 4.180330 0.34 0.09 0.36
H -8.368666 10.132151 6.004087 -0.07 -0.08 0.15
H -8.346238 9.898235 4.248243 -0.07 0.02 0.08
H -8.931105 8.582395 5.271037 0.07 0.07 0.23
H -14.044404 9.622810 3.129956 -0.07 0.20 -0.48
H -12.840417 8.669394 2.734358 0.09 0.12 -0.11
C -12.518302 3.467141 4.003835 0.13 -0.16 0.14
C -12.858811 4.779418 3.311645 0.22 -0.91 -0.11
C -11.599387 5.352751 2.691735 0.35 0.38 0.23
O -11.940554 6.566864 2.045076 0.11 -0.31 0.03
C -10.855691 7.200659 1.413234 -0.55 1.03 -0.45
N -13.841679 4.452786 2.273659 0.09 0.53 0.33
H -13.423471 2.936606 4.301897 -0.04 0.18 0.08
H -11.892463 3.615440 4.879452 0.04 0.03 0.14
H -11.985578 2.796419 3.319999 0.00 0.10 -0.05
H -13.259558 5.490335 4.040565 -0.16 0.08 -0.12
H -11.178235 4.628980 1.976290 -0.15 0.06 -0.09
H -10.816352 5.553213 3.440119 -0.08 -0.04 0.10
H -10.329469 6.581137 0.680422 0.06 -0.26 0.24
H -10.172567 7.690365 2.116432 0.20 -0.44 0.07
H -11.313410 8.024020 0.854653 0.22 -0.03 -0.09
H -13.377059 3.740348 1.712479 -0.23 0.09 -0.30
H -13.929778 5.296570 1.709989 -0.18 -0.23 -0.23
C -18.335976 5.361704 8.905082 0.23 0.01 -0.50
C -19.086513 5.300994 7.579009 -0.65 0.55 0.19
C -18.467286 4.322713 6.607953 0.10 -0.44 0.23
O -17.269127 4.873181 6.116591 -0.02 0.24 0.00
C -16.671004 4.075024 5.133516 -0.15 -0.78 -0.19
N -20.482917 4.906606 7.830515 -0.13 -0.06 -0.07
H -18.368561 4.384780 9.388252 0.03 0.05 0.11
H -18.755679 6.122765 9.561123 -0.13 -0.07 0.07
H -17.303418 5.652325 8.695494 0.02 -0.12 0.15
H -19.034517 6.306891 7.137034 0.07 -0.15 -0.19
H -19.141082 4.068404 5.776909 -0.07 0.27 -0.02
H -18.288921 3.371902 7.143424 0.15 0.08 -0.11
H -17.363880 3.833397 4.314602 -0.04 0.25 0.02
H -16.373401 3.099859 5.549685 0.18 0.16 0.05
H -15.812921 4.587538 4.708474 0.08 0.04 0.10
H -20.977142 4.683779 6.972621 0.21 -0.03 -0.09
H -21.006020 5.681092 8.223458 0.16 -0.04 0.21
C -13.857839 -2.916881 2.830694 -0.54 -0.08 -0.28
C -13.670614 -1.529523 2.240509 0.48 0.22 0.17
C -13.865292 -0.444803 3.283256 0.37 0.26 0.13
O -15.193015 -0.443452 3.743257 -0.21 -0.20 0.03
C -15.613740 0.805180 4.248505 0.55 0.23 -0.21
N -12.329035 -1.318307 1.656222 -0.28 -0.05 -0.11
H -13.054226 -3.177360 3.520398 0.01 0.09 0.09
H -13.888555 -3.668393 2.038462 0.10 -0.02 0.03
H -14.819543 -2.956924 3.348088 0.12 -0.08 0.11
H -14.419136 -1.351238 1.464359 0.08 -0.04 -0.08
H -13.577850 0.523159 2.850323 -0.16 -0.05 -0.09
H -13.176049 -0.619792 4.131755 -0.06 0.00 -0.07
H -14.775132 1.339381 4.714797 -0.13 -0.16 0.22
H -16.390895 0.633274 4.986776 -0.15 0.04 -0.05
H -15.954748 1.455956 3.433448 -0.20 -0.06 0.09
H -12.237126 -1.905812 0.835007 0.13 -0.02 0.04
H -11.629366 -1.630242 2.322514 0.00 -0.08 -0.03
C -7.454231 1.058917 2.258850 0.05 0.38 0.32
C -8.618193 1.959353 1.835494 -0.07 -0.55 0.17
C -8.142706 3.267684 1.258305 0.23 0.30 -0.39
O -7.318241 3.915874 2.199103 -0.01 0.07 0.20
C -7.095773 5.270277 1.872798 -0.17 -0.12 -0.44
N -9.491769 1.300309 0.844197 0.16 -0.31 0.01
H -6.916591 0.677708 1.387846 -0.10 -0.14 0.00
H -7.828078 0.247907 2.886356 0.05 -0.21 -0.24
H -6.727983 1.604416 2.865486 -0.07 0.08 -0.07
H -9.220303 2.159640 2.728151 -0.06 0.17 -0.11
H -8.986965 3.909848 0.970027 -0.09 -0.12 0.15
H -7.566676 3.084422 0.331720 -0.07 -0.04 0.06
H -6.375225 5.675290 2.576152 0.00 0.03 0.05
H -8.033167 5.836740 1.907381 0.01 0.08 0.14
H -6.708823 5.365230 0.847531 0.12 0.00 0.12
H -8.882838 0.887697 0.138523 -0.14 0.18 -0.13
H -9.936123 0.488728 1.271896 -0.08 0.16 0.09
C -16.672388 6.398557 2.696102 0.23 0.56 0.37
C -17.318680 7.282835 1.660874 -0.03 -0.18 -0.69
C -16.387915 7.449658 0.453552 -0.04 -0.22 0.53
O -15.182097 8.056035 0.852958 0.01 0.13 0.11
C -14.260825 8.114272 -0.204231 0.19 -0.15 -0.25
N -18.590075 6.663531 1.229974 0.18 0.47 -0.08
H -17.271405 6.348823 3.604043 -0.23 -0.25 -0.12
H -15.721346 6.841537 3.003813 0.12 -0.21 -0.16
H -16.492574 5.411980 2.267674 0.05 -0.10 0.22
H -17.501457 8.285002 2.056212 -0.25 -0.09 0.12
H -16.887805 8.050816 -0.316358 0.05 -0.05 -0.14
H -16.166445 6.441700 0.066305 -0.10 0.06 -0.23
H -13.345905 8.577824 0.153896 -0.05 0.14 0.09
H -14.660825 8.691877 -1.047683 0.05 0.02 0.02
H -14.004552 7.107951 -0.567655 -0.08 0.03 0.02
H -19.047954 7.272950 0.556711 -0.06 -0.03 0.10
H -18.371430 5.816420 0.711072 -0.03 -0.06 0.14
C -10.547441 8.616188 -2.588291 -0.27 -0.05 0.09
C -9.054196 8.868648 -2.707029 -0.33 0.20 -0.70
C -8.311284 8.526246 -1.429684 -0.38 -0.63 0.20
O -8.860733 9.106647 -0.272969 0.06 -0.10 0.09
C -8.697127 10.493430 -0.184832 0.08 0.94 -0.17
N -8.497625 8.024837 -3.786692 0.44 0.23 -0.01
H -11.022295 8.547318 -3.568792 0.13 0.04 -0.06
H -11.017520 9.446184 -2.060925 -0.03 -0.11 0.11
H -10.771146 7.683903 -2.065024 0.05 0.03 0.04
H -8.964781 9.931645 -2.967001 0.39 -0.04 0.14
H -7.232824 8.709449 -1.538219 -0.02 0.24 0.13
H -8.453411 7.451057 -1.262095 0.20 0.01 -0.17
H -7.640053 10.793330 -0.151885 0.00 -0.19 0.05
H -9.193725 10.863005 0.711556 -0.02 -0.21 0.06
H -9.147820 11.031751 -1.030813 -0.03 -0.16 0.03
H -7.480386 8.021353 -3.751912 -0.06 -0.05 0.15
H -8.704722 8.429402 -4.695049 -0.23 -0.04 0.07
C -14.219533 2.526071 -0.795619 -0.23 -0.14 -0.20
C -13.091319 1.623313 -0.355320 0.09 0.73 1.26
O -12.256634 2.369767 0.578331 0.10 -0.51 -0.98
H -14.777661 2.076152 -1.620789 0.03 0.01 0.02
H -13.829037 3.488893 -1.126785 0.04 -0.01 -0.04
H -14.927883 2.699162 0.016222 0.09 0.05 0.06
H -12.482915 1.287494 -1.195980 -0.06 -0.10 -0.03
H -13.456450 0.786773 0.245299 -0.14 -0.34 -0.55
H -11.376834 1.967679 0.455934 0.18 0.42 0.53
C -10.052342 5.964547 6.350335 -0.54 0.15 -0.62
C -10.935681 6.225700 7.543722 0.00 -0.91 0.60
O -10.429861 7.228575 8.416889 -0.13 0.14 -0.28
H -10.454232 5.126805 5.775810 -0.05 -0.12 0.11
H -9.032285 5.705214 6.620650 0.10 0.25 0.07
H -10.116602 6.808942 5.658039 0.46 0.07 0.15
H -11.059819 5.288404 8.100785 0.01 0.10 0.02
H -11.953435 6.468666 7.233331 0.08 0.41 -0.02
H -9.950782 6.789495 9.123219 0.00 0.05 0.02
C -11.835392 12.515347 -1.069278 -0.21 0.19 -0.30
C -12.248900 11.403476 -0.128638 0.78 -0.12 0.52
O -11.867036 11.735057 1.201780 -0.13 0.24 -0.10
H -11.716836 12.103298 -2.075550 -0.09 0.14 -0.04
H -10.891461 12.986155 -0.793565 0.08 -0.26 0.20
H -12.573145 13.319256 -1.106235 -0.03 -0.07 0.00
H -11.704076 10.489225 -0.409642 -0.25 -0.04 -0.06
H -13.322414 11.208204 -0.185010 -0.04 -0.03 -0.09
H -12.274337 11.078802 1.796982 -0.12 -0.13 -0.14
C -10.340770 3.473794 -3.001300 -0.06 0.10 0.11
C -9.788963 4.871169 -2.801744 -0.12 -0.22 0.18
O -9.954469 5.636402 -3.972820 0.25 -0.07 0.09
H -9.783384 2.899187 -3.741594 0.01 0.13 -0.08
H -11.384151 3.547395 -3.313366 0.02 -0.13 -0.01
H -10.289220 2.943269 -2.049242 -0.10 -0.10 0.04
H -8.732937 4.797428 -2.497571 -0.04 0.14 -0.10
H -10.341086 5.326327 -1.961835 0.11 0.03 -0.01
H -9.381748 6.429373 -3.880638 -0.17 -0.08 -0.16